Version a
A cluster of 2 separate species, C6H11N in total. Source: the OMol25 dataset; level of theory: ωB97M-V/def2-TZVPD.

The structure (SMILES) is [H]/N=C(\C)CC.C#C. Its gap between HOMO and LUMO is 10.0 eV.

Last columns: bonded neighbours and bond lengths (Å).
Positions of all 18 atoms, in Å:
1 N 0.8646 -0.9173 -1.1401  C4 1.289, H13 1.018
2 C -2.3112 -0.6049 -0.2208  C6 1.223, H16 1.059
3 C 1.4555 -0.8004 1.2490  C4 1.519, H11 1.091, H12 1.092, H17 1.091
4 C 0.6885 -0.3652 0.0117  N1 1.289, C3 1.519, C7 1.538
5 C -0.4931 1.5308 -1.1625  C7 1.505, H8 1.083, H9 1.159, H10 1.088
6 C -1.4712 -1.1465 0.4848  C2 1.223, H18 1.059
7 C 0.3817 1.1420 -0.0010  C4 1.538, C5 1.505, H14 1.093, H15 1.095
8 H 0.0029 1.3956 -2.1154  C5 1.083
9 H -1.3987 0.8102 -1.1017  C5 1.159
10 H -0.8946 2.5374 -1.0707  C5 1.088
11 H 0.9647 -0.4538 2.1593  C3 1.091
12 H 2.4611 -0.3750 1.2270  C3 1.092
13 H 1.3361 -1.8181 -1.0888  N1 1.018
14 H 1.3407 1.6665 -0.0263  C7 1.093
15 H -0.1251 1.3891 0.9381  C7 1.095
16 H -3.2235 -0.3202 -0.6778  C2 1.059
17 H 1.5577 -1.8864 1.2738  C3 1.091
18 H -1.1363 -1.7837 1.2614  C6 1.059

Löwdin population analysis, charges in e, atoms 1 to 4:
1. N 0.129
2. C 0.028
3. C -0.067
4. C -0.524

Version b
The molecule C6H11N. Source: the OMol25 dataset; level of theory: ωB97M-V/def2-TZVPD.

The structure (SMILES) is C=N[C@@H](C)C(=C)C. Its gap between HOMO and LUMO is 10.0 eV.

Last columns: bonded neighbours and bond lengths (Å).
Positions of all 18 atoms, in Å:
1 N 1.1306 -1.1386 0.6006  C3 1.470, C4 1.270
2 C 0.7396 0.7954 -1.6737  C5 1.301, H14 1.052, H18 1.092
3 C -0.0435 -0.2652 0.4590  N1 1.470, C5 1.558, C7 1.556, H16 1.186
4 C 1.5683 -1.7315 1.6347  N1 1.270, H10 1.135, H15 1.100
5 C -0.2417 0.2940 -0.9818  C2 1.301, C3 1.558, C6 1.584
6 C -1.6868 0.1237 -1.6071  C5 1.584, H9 1.000, H11 1.097, H17 1.086
7 C -0.0186 1.0427 1.3011  C3 1.556, H8 1.151, H12 0.996, H13 1.027
8 H -0.0019 0.6475 2.3817  C7 1.151
9 H -2.0787 -0.7697 -1.3865  C6 1.000
10 H 2.3348 -2.5572 1.4934  C4 1.135
11 H -1.7941 0.3111 -2.6831  C6 1.097
12 H 0.8237 1.5160 1.0607  C7 0.996
13 H -0.9512 1.4522 1.1716  C7 1.027
14 H 1.6703 0.6165 -1.2172  C2 1.052
15 H 1.2610 -1.4736 2.6588  C4 1.100
16 H -1.0138 -0.9360 0.5797  C3 1.186
17 H -2.1853 0.9489 -1.1073  C6 1.086
18 H 0.4872 1.1238 -2.6845  C2 1.092

Löwdin population analysis, charges in e, atoms 1 to 4:
1. N -0.005
2. C 0.025
3. C -0.356
4. C -0.060

Version c
The molecule C6H11N. Source: the OMol25 dataset; level of theory: ωB97M-V/def2-TZVPD.

The structure (SMILES) is C[C@H]1C=NC1(C)C. Its gap between HOMO and LUMO is 10.1 eV.

Last columns: bonded neighbours and bond lengths (Å).
Positions of all 18 atoms, in Å:
1 N 0.5452 1.4428 0.5233  C3 1.269, C5 1.488
2 C -2.0826 -0.3704 0.0412  C6 1.566, H11 1.128, H12 1.104, H16 1.130
3 C -0.5311 1.7369 -0.0807  N1 1.269, C6 1.535, H15 1.068
4 C 1.7093 -0.0921 -1.0164  C5 1.484, H9 1.095, H10 1.141, H18 1.076
5 C 0.6507 0.0483 0.0147  N1 1.488, C4 1.484, C6 1.655, C7 1.483
6 C -0.8508 0.3353 -0.6191  C2 1.566, C3 1.535, C5 1.655, H8 1.235
7 C 0.7860 -0.8991 1.1479  C5 1.483, H13 1.031, H14 1.082, H17 1.116
8 H -0.7333 0.3091 -1.8481  C6 1.235
9 H 1.8749 -1.1708 -1.1058  C4 1.095
10 H 2.6147 0.2817 -0.4305  C4 1.141
11 H -3.0782 0.0942 -0.2156  C2 1.128
12 H -1.9372 -0.1564 1.1147  C2 1.104
13 H 1.7101 -0.7912 1.5925  C7 1.031
14 H 0.7040 -1.9625 0.9637  C7 1.082
15 H -1.0143 2.6883 -0.1238  C3 1.068
16 H -2.0850 -1.5006 0.0248  C2 1.130
17 H -0.0498 -0.6188 1.8327  C7 1.116
18 H 1.7676 0.6256 -1.8155  C4 1.076

Löwdin population analysis, charges in e, atoms 1 to 4:
1. N 0.106
2. C -0.085
3. C -0.118
4. C -0.055

Version d
The molecule C6H11N. Source: the OMol25 dataset; level of theory: ωB97M-V/def2-TZVPD.

The structure (SMILES) is C=CC(N)=C(C)C. Its gap between HOMO and LUMO is 8.2 eV.

Last columns: bonded neighbours and bond lengths (Å).
Positions of all 18 atoms, in Å:
1 N -0.8253 1.1198 1.1941  C2 1.377, H12 1.076, H14 1.079
2 C -0.4108 0.1412 0.3189  N1 1.377, C4 1.339, C6 1.484
3 C 2.0020 0.0743 0.9911  C4 1.521, H9 1.058, H16 1.124, H17 1.034
4 C 0.8123 -0.3788 0.1587  C2 1.339, C3 1.521, C7 1.472
5 C -2.1497 0.9786 -1.1872  C6 1.314, H10 1.163, H11 1.119
6 C -1.4762 -0.0377 -0.6983  C2 1.484, C5 1.314, H15 1.044
7 C 0.8873 -1.5863 -0.6793  C4 1.472, H8 1.098, H13 1.144, H18 1.131
8 H 0.1224 -2.2696 -0.2869  C7 1.098
9 H 2.8890 0.1711 0.4224  C3 1.058
10 H -1.6678 2.0209 -1.0015  C5 1.163
11 H -2.9028 0.7438 -1.9802  C5 1.119
12 H -0.1089 1.7524 1.6876  N1 1.076
13 H 1.9381 -2.0155 -0.5368  C7 1.144
14 H -1.8794 1.2984 1.0478  N1 1.079
15 H -1.7012 -1.0463 -0.8499  C6 1.044
16 H 1.8009 1.0954 1.4159  C3 1.124
17 H 2.1243 -0.6400 1.7287  C3 1.034
18 H 0.5457 -1.4216 -1.7451  C7 1.131

Löwdin population analysis, charges in e, atoms 1 to 4:
1. N 0.049
2. C -0.376
3. C -0.042
4. C -0.327

Stability, highest: version c